1.
C61H163N23O25 | ωB97M-V/def2-TZVPD

CARTESIAN COORDINATES (ANGSTROEM)
C1 -4.877 1.912 -2.019
O1 -5.205 0.748 -2.203
N1 -4.677 2.574 -3.183
N2 -4.804 2.662 -0.806
H1 -4.688 3.591 -3.169
H2 -4.849 2.100 -4.063
H3 -5.054 2.082 -0.024
H4 -5.056 3.649 -0.737
C2 -1.816 4.275 -0.556
O2 -2.811 4.949 -0.350
N3 -0.600 4.633 -0.054
N4 -1.757 3.129 -1.280
H5 -0.525 5.240 0.706
H6 0.115 3.927 -0.018
H7 -0.992 2.509 -1.038
H8 -2.606 2.630 -1.497
C3 0.118 4.712 -3.791
O3 0.316 4.272 -4.950
N5 1.036 4.479 -2.772
N6 -0.909 5.546 -3.484
H9 1.822 3.914 -3.021
H10 0.887 4.724 -1.813
H11 -1.609 5.683 -4.183
H12 -1.221 5.582 -2.553
C4 3.901 2.232 -3.993
O4 4.941 2.159 -3.354
N7 3.256 3.425 -4.277
N8 3.154 1.137 -4.341
H13 3.675 4.311 -4.022
H14 2.344 3.396 -4.758
H15 2.272 1.173 -4.820
H16 3.543 0.191 -4.168
C5 -0.204 0.791 -5.418
O5 -0.260 -0.420 -5.577
N9 0.587 1.623 -6.293
N10 -0.863 1.475 -4.447
H17 0.980 1.137 -7.054
H18 0.707 2.639 -6.147
H19 -1.024 2.467 -4.465
H20 -1.472 0.962 -3.898
C6 -3.871 0.162 -5.785
O6 -4.216 1.336 -5.611
N11 -3.241 -0.395 -6.830
N12 -3.956 -0.725 -4.705
H21 -2.862 -1.282 -6.659
H22 -2.557 0.179 -7.394
H23 -4.520 -0.256 -3.999
H24 -4.283 -1.621 -5.033
C7 4.027 -1.411 4.110
O7 5.042 -0.806 3.896
N13 2.879 -1.399 3.316
N14 3.863 -2.243 5.275
H25 2.191 -2.134 3.527
H26 3.147 -1.188 2.330
H27 4.654 -2.360 5.838
H28 2.972 -2.601 5.497
C8 -2.762 2.683 1.917
O8 -1.444 3.051 2.396
C9 -1.523 3.960 3.448
C10 -1.490 5.452 3.070
N15 -0.227 6.028 2.525
C11 -0.279 7.488 2.318
C12 1.024 8.014 1.699
O9 2.139 7.544 2.408
C13 3.198 6.878 1.682
H29 -3.087 3.357 1.084
H30 -3.525 2.666 2.736
H31 -2.655 1.662 1.460
H32 -0.587 3.719 4.037
H33 -2.438 3.707 3.959
H34 -1.853 6.045 3.887
H35 -2.273 5.665 2.334
H36 0.592 5.810 3.068
H37 -0.548 7.978 3.302
H38 -1.147 7.819 1.725
H39 0.966 9.066 1.743
H40 1.087 7.741 0.571
H41 4.049 6.830 2.358
H42 3.373 7.424 0.794
H43 2.869 5.853 1.502
C14 1.946 1.553 6.142
O10 2.620 2.789 6.262
C15 3.190 3.236 5.032
C16 3.272 4.742 5.054
N16 1.977 5.393 5.012
C17 1.345 5.497 6.361
C18 -0.056 6.098 6.355
O11 -0.048 7.417 5.830
C19 0.770 8.307 6.583
H44 1.735 1.084 7.111
H45 2.509 0.823 5.496
H46 0.964 1.669 5.676
H47 2.568 2.926 4.230
H48 4.198 2.800 4.887
H49 3.888 5.038 4.199
H50 3.918 5.177 5.899
H51 2.122 6.340 4.663
H52 1.913 5.932 7.200
H53 1.105 4.457 6.730
H54 -0.393 6.066 7.369
H55 -0.834 5.533 5.798
H56 1.825 8.085 6.382
H57 0.478 8.213 7.680
H58 0.351 9.316 6.333
C20 4.975 -4.677 0.327
O12 3.694 -4.168 0.076
C21 2.794 -4.542 1.117
C22 1.553 -3.835 0.736
N17 0.520 -4.077 1.758
C23 -0.806 -4.085 1.185
C24 -1.884 -4.052 2.222
O13 -1.989 -5.356 2.898
C25 -2.648 -5.139 4.125
H59 5.563 -3.897 0.887
H60 5.399 -4.968 -0.635
H61 4.952 -5.623 0.948
H62 3.249 -4.204 2.065
H63 2.660 -5.646 0.992
H64 1.131 -4.283 -0.193
H65 1.673 -2.742 0.534
H66 0.734 -4.921 2.275
H67 -1.107 -4.947 0.540
H68 -0.888 -3.138 0.562
H69 -2.861 -3.729 1.731
H70 -1.678 -3.287 2.995
H71 -2.660 -6.103 4.594
H72 -3.645 -4.709 3.960
H73 -2.146 -4.385 4.773
C26 6.148 4.773 2.175
O14 5.068 4.068 1.618
C27 5.323 3.717 0.236
C28 6.203 2.505 0.068
N18 5.603 1.281 0.605
C29 6.216 0.041 0.198
C30 5.529 -1.182 0.702
O15 4.129 -1.309 0.379
C31 3.936 -1.608 -1.048
H74 7.021 4.102 2.190
H75 5.850 4.926 3.189
H76 6.340 5.744 1.719
H77 5.825 4.595 -0.167
H78 4.300 3.626 -0.215
H79 7.241 2.615 0.488
H80 6.275 2.237 -1.042
H81 5.508 1.300 1.595
H82 7.255 -0.101 0.570
H83 6.390 0.108 -0.880
H84 5.583 -1.207 1.766
H85 6.120 -2.056 0.261
H86 4.709 -2.336 -1.350
H87 3.930 -0.703 -1.609
H88 3.005 -2.246 -1.032
C32 -2.892 -3.995 -7.804
O16 -3.038 -3.345 -6.531
C33 -2.548 -4.154 -5.444
C34 -3.558 -5.225 -4.951
N19 -4.885 -4.632 -4.596
C35 -5.037 -3.891 -3.398
C36 -5.424 -4.800 -2.159
O17 -4.484 -5.795 -2.039
C37 -3.448 -5.563 -1.158
H89 -1.835 -4.346 -7.920
H90 -3.074 -3.320 -8.592
H91 -3.514 -4.903 -7.964
H92 -2.304 -3.397 -4.643
H93 -1.622 -4.694 -5.762
H94 -3.047 -5.638 -4.018
H95 -3.747 -5.989 -5.704
H96 -5.197 -4.061 -5.340
H97 -5.835 -3.168 -3.635
H98 -4.176 -3.272 -3.087
H99 -6.429 -5.269 -2.161
H100 -5.558 -4.143 -1.301
H101 -2.970 -4.570 -1.252
H102 -2.643 -6.299 -1.387
H103 -3.765 -5.774 -0.141
C38 2.370 -4.782 -4.144
O18 2.035 -3.525 -3.662
C39 1.524 -2.653 -4.655
C40 2.610 -2.150 -5.578
N20 3.842 -1.902 -4.806
C41 4.958 -1.571 -5.700
C42 6.216 -1.619 -4.845
O19 6.243 -2.835 -4.178
C43 7.417 -3.047 -3.312
H104 3.271 -4.752 -4.797
H105 1.586 -5.258 -4.746
H106 2.616 -5.367 -3.260
H107 1.159 -1.846 -4.035
H108 0.679 -3.127 -5.101
H109 2.354 -1.185 -6.053
H110 2.886 -2.929 -6.300
H111 4.125 -2.726 -4.313
H112 4.891 -0.539 -5.988
H113 5.083 -2.282 -6.550
H114 6.143 -0.792 -4.116
H115 7.119 -1.528 -5.512
H116 7.327 -2.349 -2.429
H117 8.357 -2.845 -3.865
H118 7.340 -4.087 -2.923
C44 0.401 -7.500 4.208
O20 1.185 -6.313 4.210
C45 1.784 -5.908 5.367
C46 1.030 -4.856 6.104
N21 0.978 -3.537 5.439
C47 0.158 -2.566 6.275
C48 0.121 -1.290 5.402
O21 -0.537 -1.529 4.175
C49 -0.461 -0.426 3.237
H119 1.063 -8.322 4.459
H120 -0.110 -7.683 3.267
H121 -0.429 -7.333 4.890
H122 2.832 -5.625 5.106
H123 1.708 -6.670 6.143
H124 1.515 -4.739 7.094
H125 0.019 -5.276 6.311
H126 0.530 -3.646 4.534
H127 0.558 -2.356 7.248
H128 -0.847 -2.996 6.370
H129 1.136 -0.885 5.226
H130 -0.484 -0.480 5.954
H131 -1.098 0.383 3.504
H132 -0.744 -0.876 2.311
H133 0.606 -0.122 3.133
C50 -8.171 1.689 -2.868
O22 -8.377 0.941 -1.739
C51 -8.906 -0.341 -2.094
C52 -7.770 -1.294 -2.217
N22 -6.900 -1.576 -1.010
C53 -7.672 -2.045 0.208
C54 -6.638 -2.486 1.306
O23 -6.299 -1.313 2.085
C55 -5.522 -1.727 3.200
H134 -7.772 2.630 -2.619
H135 -9.112 1.917 -3.360
H136 -7.409 1.225 -3.529
H137 -9.247 -0.290 -3.084
H138 -9.725 -0.627 -1.378
H139 -7.145 -0.907 -2.987
H140 -8.135 -2.291 -2.584
H141 -6.627 -0.626 -0.780
H142 -8.257 -2.897 -0.074
H143 -8.444 -1.377 0.648
H144 -5.724 -2.911 0.815
H145 -6.949 -3.335 1.946
H146 -5.239 -0.822 3.780
H147 -4.632 -2.294 2.805
H148 -6.128 -2.403 3.835
C56 -3.593 -1.435 -0.134
O24 -2.191 -1.305 -0.365
C57 -1.962 -0.961 -1.721
C58 -0.567 -0.630 -2.012
N23 -0.092 0.508 -1.238
C59 1.336 0.796 -1.318
C60 1.943 1.201 -0.024
O25 1.384 2.412 0.365
C61 1.929 2.641 1.711
H149 -3.909 -2.394 -0.423
H150 -4.171 -0.637 -0.682
H151 -3.691 -1.311 0.943
H152 -2.582 -0.111 -2.089
H153 -2.312 -1.762 -2.396
H154 -0.447 -0.423 -3.055
H155 0.046 -1.550 -1.764
H156 -0.320 0.361 -0.191
H157 1.307 1.594 -2.074
H158 1.879 -0.091 -1.680
H159 3.020 1.253 -0.147
H160 1.742 0.449 0.720
H161 1.421 2.023 2.440
H162 1.649 3.665 1.915
H163 2.991 2.575 1.726

## Properties
relative energy (zero: lowest compared OMol25 entry of this formula, charge and spin): 0.000 eV
HOMO: -8.26 eV
Kohn-Sham gap: 8.882 eV
2S+1: 1

2.
C61H43CdCl4N5O3S | ωB97M-V/def2-TZVPD

CARTESIAN COORDINATES (ANGSTROEM)
Cd1 -0.178 0.630 0.295
Cl1 -2.726 -3.947 -7.937
C1 -2.200 -3.164 -6.462
C2 -0.905 -2.683 -6.375
C3 -0.496 -2.060 -5.203
C4 -1.364 -1.925 -4.124
C5 -2.659 -2.417 -4.239
C6 -3.086 -3.036 -5.407
C7 -0.918 -1.250 -2.868
C8 -0.853 0.167 -2.909
C9 -1.388 0.996 -3.943
C10 -1.132 2.290 -3.580
C11 -0.380 2.223 -2.356
C12 0.362 3.243 -1.694
C13 0.183 4.687 -1.960
C14 -0.041 5.249 -3.218
C15 -0.219 6.614 -3.378
C16 -0.171 7.441 -2.269
Cl2 -0.402 9.163 -2.469
C17 0.069 6.925 -1.009
C18 0.248 5.556 -0.865
C19 1.503 2.944 -0.888
N1 1.747 1.917 -0.041
C20 3.102 1.922 0.201
C21 3.817 1.040 1.065
C22 5.235 1.022 1.031
C23 5.921 -0.333 1.151
C24 7.411 -0.277 1.273
C25 8.078 0.861 1.132
Cl3 9.832 0.881 1.250
C26 7.413 2.131 0.981
C27 6.059 2.182 0.965
C28 3.215 -0.073 1.938
C29 1.793 -0.725 4.045
C30 0.871 -1.698 3.764
C31 0.448 -1.783 2.388
N2 1.174 -0.777 1.671
C32 -0.445 -2.622 1.761
C33 -0.459 -2.685 0.286
C34 -0.485 -3.895 -0.527
C35 -0.633 -3.501 -1.815
C36 -0.650 -2.056 -1.790
N3 -0.478 -1.616 -0.481
C37 -1.468 -3.401 2.514
C38 -1.793 -3.100 3.850
C39 -2.783 -3.774 4.549
C40 -3.512 -4.768 3.927
Cl4 -4.753 -5.638 4.810
C41 -3.284 -5.052 2.597
C42 -2.291 -4.370 1.908
C43 3.716 2.957 -0.629
C44 2.720 3.669 -1.181
N4 -0.263 0.935 -1.963
H1 -0.228 -2.792 -7.212
H2 0.512 -1.670 -5.120
H3 -3.338 -2.312 -3.400
H4 -4.095 -3.416 -5.497
H5 -1.919 0.655 -4.820
H6 -1.440 3.167 -4.120
H7 -0.029 4.628 -4.100
H8 -0.386 7.036 -4.360
H9 0.104 7.577 -0.147
H10 0.402 5.142 0.125
H11 5.718 -0.838 0.196
H12 7.937 -1.202 1.476
H13 7.999 3.039 1.022
H14 5.586 3.143 1.083
H15 3.758 -1.084 3.750
H16 0.559 -2.436 4.491
H17 -0.387 -4.904 -0.158
H18 -0.705 -4.120 -2.696
H19 -1.293 -2.286 4.352
H20 -2.998 -3.505 5.576
H21 -3.889 -5.793 2.090
H22 -2.189 -4.584 0.859
H23 4.761 3.108 -0.807
H24 2.798 4.501 -1.864
C45 -2.304 2.556 0.792
C46 -3.035 2.764 -0.364
C47 -3.539 1.498 -0.818
C48 -3.155 0.521 0.074
C49 -2.352 1.138 1.096
C50 -2.258 0.606 2.517
C51 -3.613 -0.907 0.085
C52 -4.386 1.307 -2.045
C53 -3.309 4.068 -1.058
C54 -1.751 3.607 1.718
H25 -3.177 0.832 3.081
H26 -1.422 1.047 3.067
H27 -2.133 -0.481 2.538
H28 -4.561 -1.025 0.626
H29 -2.889 -1.565 0.570
H30 -3.772 -1.290 -0.930
H31 -5.443 1.548 -1.860
H32 -4.350 0.272 -2.402
H33 -4.053 1.945 -2.871
H34 -2.994 4.053 -2.110
H35 -2.791 4.902 -0.580
H36 -4.381 4.309 -1.061
H37 -2.361 3.680 2.629
H38 -1.762 4.592 1.247
H39 -0.728 3.392 2.047
O1 4.392 0.714 5.393
S1 4.324 1.132 4.017
O2 5.478 1.890 3.552
N5 3.005 1.976 3.649
C55 1.820 1.532 3.137
O3 0.825 2.225 2.940
C56 1.901 0.054 2.745
C57 2.541 -1.161 1.105
C58 3.252 -2.465 1.339
C59 4.526 -2.457 1.752
C60 5.292 -1.221 2.268
C61 4.218 -0.445 3.001
H40 2.536 -0.956 0.032
H41 2.772 -3.399 1.058
H42 5.055 -3.407 1.801
H43 6.088 -1.569 2.928

## Properties
relative energy (zero: lowest compared OMol25 entry of this formula, charge and spin): 1.889 eV
HOMO (spin up / spin down): -2.21 / -2.17 eV
Kohn-Sham gap (spin up / spin down): 4.850 / 4.689 eV
total charge: -2
2S+1: 1